# 1
Molecular formula: C45H105N5O5
Method: DFT, wB97M-V/def2-TZVPD

XYZ file:
```
160
Properties=species:S:1:pos:R:3:mulliken_charge:R:1
C 5.79579 2.39766 -1.10074 -1.207
C 5.19116 3.83439 -1.25678 -0.676
N 3.91867 3.96257 -0.42328 0.699
C 3.08134 5.11993 -0.70068 -0.572
C 2.42056 4.84342 -2.04672 -1.266
C 4.33539 3.80864 0.94567 -0.689
C 3.18323 3.83193 1.93420 -1.381
H 6.51976 2.36511 -0.28655 0.369
H 6.39578 2.10268 -1.96160 0.553
H 5.15816 1.51458 -1.05949 0.094
H 5.86711 4.57774 -0.83416 0.388
H 4.87415 4.06330 -2.27423 0.370
H 2.29134 5.28441 0.03209 0.251
H 3.57515 6.09142 -0.67935 0.328
H 2.06957 3.81192 -2.07681 0.244
H 1.62154 5.52157 -2.34636 0.419
H 3.18301 5.06789 -2.79263 0.374
H 5.14780 4.51976 1.09534 0.440
H 4.84765 2.86452 1.13094 0.356
H 3.62515 3.81507 2.93046 0.443
H 2.62656 2.90758 1.78000 0.163
H 2.43922 4.62850 1.92956 0.369
C 1.46384 -4.22492 5.56075 -1.258
C 2.83514 -3.62557 5.60348 -0.422
N 3.75092 -3.95363 4.48009 0.313
C 3.22266 -3.53116 3.20172 -0.421
C 3.54336 -4.48208 2.11156 -0.443
C 5.06482 -3.41180 4.72467 -0.361
C 5.80378 -4.19186 5.77865 -1.184
H 1.55899 -5.30950 5.50858 0.309
H 0.95481 -3.90142 4.65282 0.177
H 0.81200 -3.89166 6.36830 0.408
H 2.84706 -2.53914 5.69087 0.417
H 3.24829 -3.80701 6.59570 0.363
H 2.13653 -3.57155 3.11929 -0.025
H 3.40529 -2.51185 2.86152 0.068
H 3.15053 -5.48970 2.24759 0.264
H 3.15935 -4.23254 1.12244 -0.135
H 4.63180 -4.47269 2.05388 0.295
H 5.06094 -2.41947 5.17561 0.311
H 5.59972 -3.29913 3.78165 0.397
H 5.18495 -4.27265 6.67231 0.276
H 6.66787 -3.57752 6.03172 0.391
H 6.15489 -5.18618 5.50270 0.295
C -5.86447 6.73678 -2.82397 -1.476
C -4.58365 5.89144 -2.70020 0.228
N -3.85683 5.79383 -3.97802 0.276
C -3.27638 4.48133 -4.19885 -1.171
C -2.42416 3.97992 -3.02766 -0.807
C -2.90934 6.89783 -4.15635 -0.719
C -3.46369 7.86930 -5.23424 -1.206
H -6.56436 6.21788 -3.47894 0.308
H -5.71862 7.74899 -3.20112 0.339
H -6.43033 6.91418 -1.90940 0.419
H -3.97264 6.17377 -1.84285 0.296
H -4.99038 4.92448 -2.40414 -0.224
H -4.02058 3.77093 -4.55884 0.291
H -2.76838 4.64659 -5.14897 0.453
H -1.98989 3.00069 -3.22923 0.490
H -1.60224 4.56630 -2.61692 0.506
H -3.05861 3.77519 -2.16531 0.236
H -1.86374 6.68417 -4.37811 0.465
H -2.69750 7.42778 -3.22771 0.426
H -2.82410 8.75098 -5.27517 0.419
H -4.48163 8.17977 -4.99867 0.226
H -3.48613 7.43949 -6.23567 0.261
C -0.37101 -0.35859 2.74355 -1.027
C 0.67086 0.43271 1.81864 -0.224
N 0.21815 0.27463 0.38999 0.983
C 0.96779 -0.83970 -0.29309 -1.221
C 0.95116 -2.25702 0.31885 0.861
C 0.35549 1.51314 -0.40148 -0.800
C -0.68074 2.46941 0.10638 -0.167
H 0.09327 -0.55672 3.70961 0.425
H -0.94511 -1.18052 2.31581 -0.166
H -1.23502 0.27366 2.94811 0.106
H 0.74224 1.46504 2.16112 0.354
H 1.65407 -0.00922 1.98027 0.285
H 2.02490 -0.58746 -0.37670 0.192
H 0.63076 -0.96773 -1.32174 0.636
H 1.58332 -2.24781 1.20676 -0.421
H 1.41144 -3.01485 -0.31514 -0.231
H 0.01278 -2.66562 0.69380 -0.303
H 1.37387 1.89775 -0.45701 0.198
H -0.08074 1.23455 -1.36074 0.469
H -1.60405 2.02052 0.47258 -0.486
H -0.27335 2.88399 1.02848 0.242
H -0.76210 3.30356 -0.59053 0.234
C -6.74736 2.47909 -1.59590 -1.587
C -5.61991 1.50267 -1.94246 -0.082
N -5.51797 0.43466 -0.92564 0.079
C -5.02150 -0.84373 -1.43615 -0.991
C -3.54077 -0.80423 -1.91252 -0.546
C -4.77049 0.93447 0.24865 -0.383
C -4.60302 -0.11085 1.36376 -1.053
H -6.85849 3.13091 -2.46243 0.467
H -6.55102 3.11796 -0.73486 0.319
H -7.70297 1.98872 -1.41028 0.351
H -5.86272 1.04371 -2.90085 0.486
H -4.65340 1.99265 -2.06026 -0.045
H -5.04391 -1.68459 -0.74292 0.423
H -5.63146 -1.11549 -2.29766 0.516
H -2.75735 -0.86185 -1.15686 -0.075
H -3.44805 -1.51635 -2.73251 0.477
H -3.36266 0.20440 -2.28542 0.212
H -5.27883 1.81211 0.64794 0.449
H -3.74485 1.13947 -0.05819 0.289
H -5.53969 -0.63076 1.56489 0.377
H -4.26515 0.46870 2.22287 0.392
H -3.92384 -0.93497 1.14547 -0.163
C 1.27080 -3.92906 -3.73528 -0.150
C 0.10687 -3.30522 -4.47892 0.592
C -0.59372 -4.06442 -5.61025 -1.266
O -0.23461 -2.16081 -4.21423 -0.524
H 1.83391 -3.16612 -3.19776 0.074
H 1.94669 -4.45474 -4.40977 0.429
H 0.86345 -4.58197 -2.96335 -0.144
H -1.00779 -5.00882 -5.25706 0.356
H 0.08597 -4.24609 -6.44279 0.317
H -1.53164 -3.57976 -5.88138 0.342
C 1.64744 -6.04246 -0.86042 -0.154
C 2.62929 -7.13801 -0.81472 0.594
C 2.11699 -8.55021 -1.10652 -1.205
O 3.84950 -6.88350 -0.60025 -0.571
H 0.77118 -6.33865 -1.43708 0.517
H 2.10279 -5.13715 -1.26191 -0.479
H 1.29368 -5.87325 0.15659 0.303
H 1.05752 -8.49246 -0.85693 0.360
H 2.45790 -9.13928 -0.25512 0.345
H 2.25736 -8.94295 -2.11357 0.291
C -2.78057 -3.48983 0.93259 0.297
C -2.98429 -4.86664 1.41427 0.575
C -3.89826 -5.06453 2.59202 -1.181
O -2.57110 -5.77980 0.70499 -0.600
H -2.47974 -2.79598 1.71757 -0.018
H -3.60128 -3.08305 0.34178 -0.060
H -1.97317 -3.59061 0.20731 0.044
H -4.49476 -4.23287 2.96701 0.295
H -3.18698 -5.40907 3.34267 0.301
H -4.57181 -5.91499 2.48636 0.363
C -3.02906 3.00851 5.73640 -1.181
C -2.08534 3.13202 4.59134 0.628
C -2.71228 2.99289 3.17936 -0.013
O -0.85948 3.18488 4.76771 -0.592
H -3.83577 3.73169 5.61660 0.351
H -2.41510 3.33489 6.57582 0.366
H -3.34818 1.99207 5.96683 0.285
H -2.10744 2.30885 2.58409 -0.586
H -2.69886 3.95809 2.67309 0.442
H -3.67297 2.48005 3.13276 0.266
C 6.06726 -1.10627 -1.31035 -1.046
C 5.47192 -2.29435 -2.00166 0.610
C 4.69427 -3.24581 -1.11155 -0.261
O 5.87854 -2.68076 -3.08978 -0.618
H 5.56930 -0.90622 -0.36160 0.343
H 6.32493 -0.30223 -1.99971 0.244
H 7.00243 -1.59140 -1.03071 0.318
H 3.67418 -2.89741 -0.94987 -0.268
H 5.12199 -3.31943 -0.11168 0.350
H 4.70673 -4.25099 -1.53293 0.334
```

Computed properties:
Calculated total energy (a.u.): -2427.29450
Kohn-Sham gap (eV): 8.71

---

# 2
Molecular formula: C22H48IN3O11P3S3
Method: DFT, wB97M-V/def2-TZVPD

XYZ file:
```
91
Properties=species:S:1:pos:R:3:mulliken_charge:R:1
C 0.29652 3.57206 1.25137 -1.497
C 1.06470 2.23901 1.19090 0.545
C 2.12676 2.17684 0.07742 -0.913
C 0.06687 1.05482 1.11742 0.504
C 0.60783 -0.09572 1.98239 -1.059
N 0.46915 -1.45531 1.40668 0.605
C 1.31989 -2.33107 1.70924 -0.196
N 2.47648 -2.01954 2.49320 -0.147
C 3.49147 -2.94300 1.88883 -0.767
C 4.84382 -2.35172 1.49551 -0.552
P 5.82474 -1.85946 2.93506 0.695
O 5.06432 -1.01511 3.85868 -0.659
O 6.39202 -3.21234 3.58277 -0.511
O 7.11457 -1.13388 2.34012 -0.522
C 2.73377 -3.88518 0.88641 0.692
P 2.69328 -3.53725 -0.99839 0.108
C 3.55270 -1.96424 -1.38223 -0.561
O 1.10826 -3.14122 -1.17986 -0.259
P 3.22407 -5.65750 1.26157 0.128
O 1.86169 -6.42057 0.80408 -0.447
I 4.94014 -6.17985 -0.39318 -0.028
N 1.30286 -3.66707 1.29947 -0.475
H -0.62794 3.52120 0.66658 0.266
H -0.02107 3.74784 2.28692 0.366
H 0.90777 4.43059 0.95978 0.437
H 1.59924 2.13897 2.14601 0.375
H 2.23759 1.13976 -0.27052 -0.111
H 3.08926 2.54983 0.43857 0.363
H 1.83252 2.76125 -0.80215 0.220
H -0.89631 1.37283 1.53538 -0.343
H -0.09819 0.73359 0.08231 0.104
H 0.13087 -0.09127 2.96786 0.187
H 1.68288 0.03078 2.13929 0.657
H -0.32094 -1.72867 0.79419 0.096
H 2.22297 -2.49872 3.36063 0.342
H 3.74449 -3.61121 2.73400 0.624
H 5.39218 -3.01360 0.81216 0.555
H 4.67728 -1.42280 0.92990 0.135
H 5.78410 -3.47829 4.29013 0.357
H 7.59205 -1.73892 1.74840 0.359
H 4.62716 -2.14294 -1.25006 0.335
H 3.40053 -1.73354 -2.44050 0.477
H 3.27715 -1.11767 -0.74196 -0.213
H 0.95970 -2.64371 -2.00040 0.234
H 1.49267 -6.08618 -0.03370 0.384
H 1.06406 -4.32653 2.04164 0.428
C -3.59443 -0.62410 -3.10359 -0.674
C -3.95829 -2.00020 -2.53475 -0.648
C -2.67125 -2.61964 -1.98008 -0.913
S -1.62677 -1.23886 -1.49921 1.602
O -0.43810 -1.23065 -2.33047 -0.979
O -1.48765 -1.21675 -0.05238 -0.794
C -2.72053 0.05759 -2.05396 -0.248
H -4.47977 -0.03037 -3.32113 0.402
H -3.03171 -0.74349 -4.03218 0.292
H -4.68378 -1.88038 -1.72825 0.315
H -4.40881 -2.64538 -3.28695 0.365
H -2.85364 -3.23907 -1.10516 0.370
H -2.13123 -3.19186 -2.73238 0.413
H -2.15648 0.89098 -2.46774 0.131
H -3.30220 0.37583 -1.18895 0.275
C 0.05239 4.30710 -6.20146 -0.612
C 0.98640 3.42433 -5.36341 -0.744
C 0.59685 3.61579 -3.89210 -0.317
S -1.14942 4.04150 -3.88387 1.046
O -1.30685 5.38270 -3.39032 -0.658
O -1.91690 2.95288 -3.32227 -0.640
C -1.35107 4.05291 -5.66303 -0.708
H 0.11871 4.07430 -7.26283 0.358
H 0.31643 5.35842 -6.07049 0.309
H 0.85213 2.37861 -5.64811 0.299
H 2.03345 3.67537 -5.52548 0.344
H 0.73545 2.71170 -3.30417 0.140
H 1.13522 4.44302 -3.43523 0.361
H -2.07237 4.82051 -5.93356 0.401
H -1.71933 3.07059 -5.95854 0.335
C -5.89109 1.39891 4.29873 -0.582
C -4.67414 1.11175 5.18893 -0.702
C -3.61072 0.44317 4.30725 -0.641
S -3.89731 1.04730 2.63673 1.206
O -4.29639 -0.06060 1.80642 -0.707
O -2.81071 1.91515 2.24023 -0.718
C -5.33798 2.03124 3.02507 -0.813
H -6.60507 2.05748 4.78969 0.370
H -6.40421 0.46548 4.05814 0.284
H -4.28492 2.04993 5.58831 0.316
H -4.93274 0.47845 6.03572 0.351
H -2.59856 0.70682 4.60594 0.307
H -3.72218 -0.63959 4.28589 0.410
H -6.02636 2.00335 2.18368 0.408
H -5.00000 3.05244 3.19936 0.376
```

Computed properties:
Total charge: +1
Calculated total energy (a.u.): -4375.19027
Kohn-Sham gap (eV): 8.16

---

Max |F| (computed, Eh/bohr): 0.08534; 0.04346